No. 1
Below is one molecule with the formula C6H8S2 at a distorted geometry, with properties calculated with ωB97M-V/def2-TZVPD.

Geometry (Å):
C (-2.1782, -0.3617, -0.2420)
S (-1.0410, 0.1773, 1.1926)
C (-0.2614, 1.1298, -0.1831)
C (0.3370, 0.1809, -1.1638)
C (1.1766, -0.7343, -0.6309)
C (1.7658, -0.6111, 0.7997)
C (1.6248, 0.5283, 1.4171)
S (1.2322, 2.0236, 0.4850)
H (-2.9256, -1.3317, 0.2860)
H (-2.6898, 0.5102, -0.7651)
H (-1.6038, -0.8694, -1.2354)
H (-0.8719, 1.8312, -0.5859)
H (-0.1039, 0.2272, -2.1221)
H (1.5941, -1.4561, -1.2954)
H (1.9497, -1.6069, 1.5509)
H (1.9955, 0.3627, 2.4923)

Output
Strongest force on any atom = 4.87 eV Å⁻¹
SMILES = CS[C@@H]1C=CC=CS1
Gap between HOMO and LUMO = 8.83 eV
Calculated total energy = -1029.618576 hartree
Total charge = 0

No. 2
Below is a 2-piece molecular cluster, C4H9NO3 overall at a distorted geometry, with properties calculated with ωB97M-V/def2-TZVPD.

Geometry (Å):
C (0.1088, 1.5905, -1.2445)
C (0.6722, 0.2682, -0.6017)
C (2.1895, 0.2613, -0.7773)
O (2.8613, 0.2242, 0.1964)
N (0.2735, 0.2301, 0.7840)
C (-1.1352, 0.1943, 1.1515)
O (-1.4194, 0.0104, 2.2610)
H (0.3677, 2.5054, -0.8928)
H (-1.0632, 1.5504, -1.3903)
H (0.4151, 1.5859, -2.2520)
H (0.0853, -0.6078, -1.1021)
H (2.4435, 0.0779, -1.7731)
H (0.9540, -0.3320, 1.4776)
H (-1.7033, 0.5839, 0.3072)
O (-2.6349, -2.1650, -1.0955)
H (-1.9959, -2.7308, -1.5845)
H (-2.8857, -2.6853, -0.3411)

Output
Strongest force on any atom = 6.13 eV Å⁻¹
SMILES = C[C@@H](C=O)NC=O.O
Gap between HOMO and LUMO = 9.85 eV
Calculated total energy = -438.228597 hartree
Total charge = 0

No. 3
Below is C5H10O2 as an isolated structure at a distorted geometry, with properties calculated with ωB97M-V/def2-TZVPD.

Geometry (Å):
C (2.0464, 0.9113, -0.9260)
C (1.3999, 0.6211, 0.4714)
C (0.5306, -0.5900, 0.7875)
C (-0.7849, -0.2682, 0.8636)
C (-1.9000, -1.0923, 0.8125)
O (-3.0671, -0.3010, 0.3849)
H (2.0421, 1.9824, -1.1421)
H (0.6192, 1.4757, 0.7778)
H (2.8152, 0.1473, -1.1621)
H (2.0698, 0.7277, 1.3476)
H (0.9581, -1.5529, 0.4961)
H (-1.0739, 0.8065, 0.8310)
H (-1.9570, -2.1650, 0.7955)
H (-3.8573, -0.5986, 0.8353)
H (0.8828, 0.4306, -1.6067)
H (-0.6308, -0.6006, -1.5264)
O (-0.0932, 0.0661, -2.0397)

Output
Strongest force on any atom = 3.96 eV Å⁻¹
Gap between HOMO and LUMO = 4.64 eV
Calculated total energy = -346.732999 hartree
Total charge = 0

Summary of energy above the lowest of the compared OMol25 structures with the same formula, charge and spin in kJ/mol
452.9 263.8 767.8
(order as listed above)